A 11-piece molecular cluster, H22O11 overall at a distorted geometry. Source: the Open Molecules 2025 dataset; level of theory: ωB97M-V/def2-TZVPD.

As for the total charge: 0. As for the HOMO-LUMO gap: 9.375 eV. For the LUMO energy, the calculation gives -0.23 eV. The calculation puts the HOMO energy at -0.353 Ha. Its spin multiplicity is 1.

Atoms and positions in Å:
O  -0.61065  0.42742  0.21423
H  -0.19944  0.00711  -0.59887
H  -1.05811  1.24588  -0.00564
O  -3.63336  -0.66019  -4.35274
H  -3.74172  -0.24081  -5.21788
H  -3.04923  -0.15549  -3.82224
O  2.06574  4.19837  2.06776
H  1.73708  5.04272  1.95632
H  1.76832  3.78324  1.25194
O  -2.67378  3.62820  -0.50979
H  -2.59991  4.59988  -0.60675
H  -2.61694  3.56857  0.42304
O  1.62400  1.14586  -0.51030
H  1.22605  0.60418  0.21750
H  1.96077  1.90071  -0.00413
O  4.28808  0.19371  0.31044
H  3.79963  0.00686  -0.52672
H  3.68820  0.20341  1.04274
O  1.45632  0.39060  -3.78466
H  2.36177  0.51481  -3.31467
H  1.06234  1.22496  -3.58361
O  -1.90609  -4.44635  -1.12555
H  -2.80950  -4.57868  -0.81308
H  -1.63106  -3.83410  -0.48542
O  0.62434  -2.37131  2.22400
H  0.49869  -2.20212  3.14635
H  -0.10312  -2.98143  1.82495
O  1.15867  -1.92307  0.44092
H  1.65446  -1.45262  1.12405
H  1.71898  -2.72805  0.13381
O  -2.32168  -1.03215  4.80513
H  -1.72539  -0.55797  5.42329
H  -2.51466  -0.37967  4.19942

Löwdin population analysis, charges in e, atoms 1 to 2: O -0.089; H 0.071

=====

C37H53GeIrOPSi3 as an isolated structure at a distorted geometry. Source: the Open Molecules 2025 dataset; level of theory: ωB97M-V/def2-TZVPD.

As for the expectation value of S²: 6.019. As for the total charge: -1. As for the HOMO-LUMO gap (alpha / beta): 4.962 / 6.984 eV. For the LUMO energy (alpha / beta), the calculation gives 2.49 / 2.44 eV. The calculation puts the HOMO energy (alpha / beta) at -0.091 / -0.167 Ha. Its spin multiplicity is 5.

Atoms and positions in Å:
Ir  0.27653  -0.24048  0.04080
C  -2.75291  1.27842  1.81149
O  -2.09369  0.28290  1.05339
Si  -2.76022  -1.14719  0.46227
C  -3.45640  -2.07247  1.93931
C  -4.31795  -0.63497  -0.44906
C  -1.38137  -1.87496  -0.46469
Si  -1.52417  -1.77047  -2.28481
C  -0.13953  -2.61800  -3.20736
C  -1.49432  0.03595  -2.84157
C  -3.09692  -2.53202  -3.01072
Si  -0.54883  -3.27837  0.35079
C  0.14322  -2.72728  2.02103
C  -1.65249  -4.77530  0.67258
C  0.93630  -3.96497  -0.54839
H  -3.12412  0.88486  2.76562
H  -3.60053  1.70543  1.26393
H  -2.04508  2.07840  2.02330
H  -4.21123  -1.46056  2.44864
H  -2.69491  -2.35714  2.67278
H  -3.94922  -2.99069  1.59903
H  -5.00595  -0.13316  0.24255
H  -4.83140  -1.51603  -0.84771
H  -4.11744  0.04385  -1.28549
H  0.82863  -2.17400  -2.93592
H  -0.28377  -2.50627  -4.28974
H  -0.08920  -3.68965  -2.98181
H  -0.68685  0.55209  -2.30561
H  -2.43131  0.56037  -2.61926
H  -1.29187  0.13746  -3.91602
H  -3.27198  -3.52443  -2.57182
H  -2.98595  -2.65875  -4.09550
H  -3.98928  -1.92541  -2.83328
H  -0.62281  -2.31841  2.68975
H  0.89312  -1.93500  1.85356
H  0.65364  -3.55161  2.53798
H  -2.48510  -4.53772  1.34163
H  -1.07860  -5.59643  1.12222
H  -2.07535  -5.13484  -0.27542
H  1.52451  -3.13013  -0.93896
H  0.66471  -4.62008  -1.38318
H  1.56081  -4.53362  0.15211
C  1.87805  -0.52599  -1.01919
Ge  3.42259  -0.79781  -2.05035
C  4.97735  -1.13886  -0.88302
C  5.14147  -0.29988  0.22461
C  6.15323  -0.51330  1.15326
C  7.01353  -1.59579  1.00320
C  6.86893  -2.43998  -0.09047
C  5.86582  -2.20546  -1.03054
C  3.41341  -2.23710  -3.41207
C  3.24296  -1.94520  -4.76797
C  3.10785  -2.95676  -5.71492
C  3.16067  -4.28810  -5.32501
C  3.33467  -4.60061  -3.98230
C  3.44821  -3.58609  -3.03983
C  3.91985  0.79439  -3.10789
C  2.99410  1.36210  -3.99168
C  3.34246  2.42674  -4.81658
C  4.62178  2.96700  -4.75005
C  5.54014  2.44573  -3.84751
C  5.19056  1.36706  -3.03763
H  4.45882  0.53595  0.35201
H  6.27024  0.15988  1.99576
H  7.79186  -1.77847  1.73380
H  7.53541  -3.28643  -0.21203
H  5.78768  -2.85789  -1.89303
H  3.21984  -0.91314  -5.09828
H  2.95488  -2.70301  -6.75819
H  3.07002  -5.07815  -6.06199
H  3.37255  -5.63638  -3.66798
H  3.54865  -3.85349  -1.99377
H  1.98215  0.96377  -4.02988
H  2.61715  2.83623  -5.51115
H  4.89865  3.79317  -5.39402
H  6.53341  2.87453  -3.77882
H  5.92314  0.95985  -2.34733
C  0.55371  2.80384  2.53239
P  1.19539  1.41392  1.50227
C  2.28831  0.63419  2.74327
C  2.36623  2.45806  0.53306
C  1.92908  2.96262  -0.69120
C  2.73198  3.80951  -1.43952
C  4.00731  4.13631  -0.99651
C  4.46821  3.61390  0.20091
C  3.64624  2.79015  0.96574
H  1.38975  3.40360  2.90379
H  -0.02025  2.40607  3.37394
H  -0.10129  3.43724  1.93054
H  2.83069  1.37479  3.33548
H  2.98886  -0.03415  2.24086
H  1.67087  0.03243  3.41412
H  0.95158  2.67014  -1.06098
H  2.37129  4.19983  -2.38365
H  4.64498  4.77527  -1.59477
H  5.47029  3.84554  0.54509
H  4.02609  2.40021  1.90451

Löwdin population analysis, charges in e, atoms 1 to 2: Ir 0.752; C -0.146

=====

One molecule with the formula C17H24N2O5. Source: the Open Molecules 2025 dataset; level of theory: ωB97M-V/def2-TZVPD.

As for the total charge: 0. As for the HOMO-LUMO gap: 9.347 eV. For the LUMO energy, the calculation gives 0.55 eV. The calculation puts the HOMO energy at -0.323 Ha. Its spin multiplicity is 1.

Atoms and positions in Å:
C  -2.68422  -1.88610  -1.96059
C  -1.55924  -2.82987  -1.56650
O  -1.16298  -2.62080  -0.20698
C  -0.23581  -1.70632  0.04264
O  0.30475  -1.04677  -0.81641
C  0.04489  -1.61994  1.52468
C  1.47496  -2.04014  1.91330
C  2.49065  -0.90044  1.84805
N  2.77906  -0.51890  0.48880
C  4.00358  -0.13775  0.07916
O  4.99300  -0.18371  0.78001
C  4.02807  0.35312  -1.36392
C  3.36752  1.73361  -1.48835
N  1.93997  1.68912  -1.28635
C  1.34193  2.21457  -0.18745
O  1.94143  2.84823  0.65896
C  -0.12367  1.95172  -0.09904
C  -0.94877  1.84469  -1.21624
C  -2.29579  1.60050  -1.06497
C  -2.85318  1.43548  0.20609
O  -4.18389  1.15862  0.23513
C  -4.81648  1.01654  1.48448
C  -2.03818  1.56617  1.32568
C  -0.69137  1.83701  1.16343
H  -3.53571  -2.01505  -1.29729
H  -2.34435  -0.85532  -1.89452
H  -2.99390  -2.09444  -2.98052
H  -0.68965  -2.68080  -2.21456
H  -1.88211  -3.87197  -1.61067
H  -0.12428  -0.58588  1.83358
H  -0.67820  -2.26384  2.02581
H  1.44925  -2.40512  2.94087
H  1.80854  -2.86104  1.27604
H  3.43830  -1.20693  2.29966
H  2.11179  -0.03461  2.40762
H  1.98563  -0.44247  -0.13316
H  3.51254  -0.36221  -2.00862
H  5.06937  0.42935  -1.67616
H  3.77153  2.41190  -0.73282
H  3.57414  2.14410  -2.48334
H  1.41096  1.04995  -1.85995
H  -0.54682  1.98201  -2.20908
H  -2.95247  1.53976  -1.91937
H  -4.40033  0.17806  2.05251
H  -5.86349  0.81625  1.26287
H  -4.74203  1.93216  2.07916
H  -2.44020  1.46847  2.32196
H  -0.05472  1.96903  2.02639

Löwdin population analysis, charges in e, atoms 1 to 2: C -0.047; C -0.202

=====

One molecule with the formula C2H5NO2S at a distorted geometry. Source: the Open Molecules 2025 dataset; level of theory: ωB97M-V/def2-TZVPD.

As for the total charge: 0. As for the HOMO-LUMO gap: 10.658 eV. For the LUMO energy, the calculation gives 0.73 eV. The calculation puts the HOMO energy at -0.365 Ha. Its spin multiplicity is 1.

Atoms and positions in Å:
C  -1.09732  0.45271  0.95046
N  -0.10316  -0.41674  0.40118
C  1.47921  -0.04570  -0.09092
S  0.15696  -0.61951  -1.18142
O  0.11776  -1.95314  -1.66120
O  -0.33745  0.52549  -1.87124
H  -1.96303  -0.24178  1.08674
H  -0.88720  0.95201  1.82258
H  -1.44434  1.13696  0.23576
H  1.89635  0.95532  0.03846
H  2.18221  -0.74563  0.26962

Löwdin population analysis, charges in e, atoms 1 to 2: C -0.113; N -0.242

=====

Energy relative to the best compared isomer or geometry (same formula, charge and spin) / kcal/mol: 126.5; 10.4; 12.7; 81.1
Calculated total energy / Eh: -840.6785; -4908.0309; -1147.9634; -682.5103